(1)
Formula: C25H49NOP3Y
Source: the Open Molecules 2025 dataset
Level of theory: wB97M-V/def2-TZVPD

The geometry in ORCA input format:
```
! wB97M-V def2-TZVPD RIJCOSX def2/J DEFGRID3
* xyz 2 1
Y 0.558 -0.431 -0.183
P -0.545 -2.211 -1.883
P -0.782 3.096 -0.351
N 1.744 0.458 -1.702
C 1.056 -1.728 -2.772
H 1.899 -2.205 -2.248
H 0.989 -2.195 -3.760
C 1.367 -0.221 -2.954
H 2.202 -0.137 -3.675
H 0.517 0.301 -3.455
C 1.702 1.927 -1.823
H 1.249 2.215 -2.790
H 2.760 2.245 -1.894
C 1.081 2.802 -0.693
H 1.426 3.821 -0.942
H 1.578 2.602 0.277
C -0.706 3.368 1.489
C -0.242 2.105 2.240
H 0.789 1.801 1.991
H -0.928 1.259 2.073
H -0.240 2.304 3.322
C -1.296 4.670 -1.131
C -2.819 4.875 -1.187
H -3.035 5.713 -1.863
H -3.246 5.117 -0.204
H -3.349 4.009 -1.596
C -1.905 -2.373 -3.099
C -3.164 -3.031 -2.510
H -3.965 -2.977 -3.257
H -3.519 -2.502 -1.617
H -3.023 -4.093 -2.273
C -0.167 -3.879 -1.154
C -1.170 -4.273 -0.055
H -0.688 -4.990 0.624
H -2.059 -4.771 -0.465
H -1.501 -3.420 0.553
C -2.210 1.903 -0.490
C -0.583 5.902 -0.552
H 0.473 5.721 -0.316
H -0.621 6.711 -1.295
H -1.085 6.273 0.350
C -1.485 -3.004 -4.429
H -2.350 -2.980 -5.103
H -0.675 -2.450 -4.916
H -1.194 -4.056 -4.327
C -0.005 -4.977 -2.205
H 0.470 -5.847 -1.728
H -0.970 -5.329 -2.597
H 0.643 -4.680 -3.041
C -2.046 3.875 2.038
H -2.880 3.217 1.753
H -2.001 3.872 3.137
H -2.273 4.904 1.729
H 0.058 4.155 1.626
H 0.821 -3.740 -0.673
H -0.944 4.545 -2.170
H -2.157 -1.312 -3.292
O -1.577 0.670 -0.286
H -2.986 2.036 -1.306
H -3.107 2.279 0.093
C 3.875 0.126 1.907
P 2.630 -1.189 1.591
C 3.678 -2.682 1.517
C 1.821 -1.357 3.240
C 2.578 -1.231 4.418
C 1.938 -1.243 5.668
C 0.546 -1.395 5.736
C -0.202 -1.558 4.561
C 0.433 -1.575 3.320
H 4.180 0.549 0.939
H 4.760 -0.282 2.419
H 3.445 0.937 2.510
H 4.410 -2.692 2.338
H 3.041 -3.574 1.578
H 4.204 -2.702 0.554
H 3.658 -1.108 4.373
H 2.526 -1.130 6.577
H 0.044 -1.384 6.699
H -1.287 -1.684 4.612
H -0.161 -1.765 2.407
*
```

HOMO, eV: -14.01
LUMO, eV: -5.56
Energy, eV: -59153.462
Energy relative to the best compared isomer or geometry (same formula, charge and spin), kJ/mol: 41.7

***

(2)
Formula: C25H50BCl12N5O4P
Source: the Open Molecules 2025 dataset
Level of theory: wB97M-V/def2-TZVPD

The geometry in ORCA input format:
```
! wB97M-V def2-TZVPD RIJCOSX def2/J DEFGRID3
* xyz 1 1
C -5.230 -1.484 1.154
C -4.653 -2.996 1.212
O -3.226 -3.038 1.586
N -2.601 -2.164 0.740
C -1.438 -2.752 0.073
N -1.719 -3.593 -1.122
C -1.933 -5.018 -0.682
N -3.249 -5.601 -1.060
C -3.898 -6.310 0.089
P -3.100 -2.921 -2.031
N -2.923 -3.492 -3.697
O -2.994 -1.184 -2.123
N -0.170 -2.598 0.445
C 0.183 -1.804 1.667
B 0.543 -0.237 1.349
O 1.906 0.226 1.153
O -0.470 0.809 1.232
C 1.002 -3.213 -0.298
C 1.195 -2.626 -1.766
C 1.519 -1.162 -2.128
C 1.647 -0.677 -3.614
C 1.438 -1.681 -4.770
C 1.151 -3.157 -4.407
C 1.028 -3.650 -2.948
H -4.835 -0.891 0.257
H -6.381 -1.462 1.053
H -4.939 -0.991 2.145
H -4.863 -3.496 0.204
H -5.314 -3.554 1.981
H -2.402 -1.250 1.176
H -1.724 -5.047 0.455
H -1.105 -5.680 -1.149
H -3.027 -6.334 -1.762
H -4.718 -5.685 0.607
H -3.127 -6.665 0.868
H -4.421 -7.268 -0.284
H -3.831 -3.255 -4.145
H -2.947 -4.534 -3.648
H -2.014 -1.004 -2.115
H 1.109 -2.251 2.181
H -0.685 -1.791 2.421
H 2.536 -0.473 1.441
H -0.702 0.795 0.266
H 0.798 -4.341 -0.353
H 1.966 -3.021 0.302
H 1.680 -0.383 -1.316
H 1.897 0.423 -3.844
H 1.493 -1.347 -5.870
H 1.000 -3.933 -5.233
H 0.815 -4.758 -2.739
Cl 1.666 3.016 -4.356
C 2.829 3.516 -3.102
C 4.089 4.114 -3.696
Cl 5.076 2.894 -4.539
H 3.052 2.647 -2.480
H 2.324 4.259 -2.481
H 4.713 4.532 -2.900
H 3.859 4.912 -4.404
Cl -3.678 4.355 2.376
C -3.633 2.988 3.517
C -2.928 1.780 2.933
Cl -3.863 1.028 1.614
H -4.659 2.754 3.806
H -3.100 3.334 4.405
H -2.800 1.017 3.705
H -1.942 2.039 2.545
Cl -1.199 7.502 6.048
C -2.655 6.876 5.234
C -3.568 6.133 6.189
Cl -2.858 4.593 6.738
H -2.334 6.239 4.408
H -3.179 7.738 4.816
H -4.507 5.887 5.687
H -3.801 6.732 7.070
Cl -4.695 -5.194 3.343
C -5.624 -6.334 4.352
C -5.825 -7.669 3.663
Cl -6.928 -7.546 2.270
H -6.576 -5.865 4.605
H -5.057 -6.475 5.274
H -6.274 -8.381 4.359
H -4.880 -8.087 3.312
Cl 4.972 5.006 -0.921
C 6.138 5.506 0.332
C 7.396 6.102 -0.267
Cl 8.380 4.881 -1.111
H 6.360 4.637 0.954
H 5.635 6.249 0.953
H 8.021 6.519 0.525
H 7.166 6.900 -0.974
Cl 9.814 7.390 -3.288
C 9.905 5.879 -4.226
C 11.240 5.721 -4.927
Cl 11.446 6.897 -6.250
H 9.075 5.869 -4.935
H 9.759 5.059 -3.520
H 11.308 4.727 -5.375
H 12.074 5.841 -4.235
*
```

HOMO, eV: -10.29
LUMO, eV: -3.68
Energy, eV: -202600.432
Energy relative to the best compared isomer or geometry (same formula, charge and spin), kJ/mol: 639.1

***

(3)
Formula: C25H50BeCoFN3O18P3S2
Source: the Open Molecules 2025 dataset
Level of theory: wB97M-V/def2-TZVPD

The geometry in ORCA input format:
```
! wB97M-V def2-TZVPD RIJCOSX def2/J DEFGRID3
* xyz 1 4
Be 1.359 -0.966 -0.254
Co -3.110 2.246 0.514
S -1.116 0.648 0.017
O -0.266 0.750 -1.177
O -2.524 0.520 -0.281
O -0.642 -0.484 0.744
O -1.176 1.893 0.816
F -3.005 3.232 -1.344
C 2.086 4.523 2.258
C 1.334 3.492 3.130
C 2.325 2.251 3.190
S 3.038 2.267 1.364
O 2.462 1.165 0.531
O 4.482 2.452 1.447
C 2.257 3.793 0.936
H 3.018 4.904 2.676
H 1.416 5.359 2.058
H 0.321 3.319 2.767
H 1.168 3.876 4.136
H 2.050 1.202 3.299
H 3.107 2.464 3.920
H 1.295 3.513 0.507
H 2.840 4.263 0.144
C 4.893 -2.198 3.571
O 3.637 -2.872 3.777
P 2.188 -2.201 3.395
O 2.155 -1.501 2.074
O 1.068 -3.360 3.661
C 0.143 -3.676 2.549
O 2.135 -1.205 4.687
C 2.490 -1.527 6.033
H 4.759 -1.153 3.292
H 5.444 -2.809 2.856
H 5.367 -2.247 4.552
H 0.585 -4.565 2.100
H -0.052 -2.899 1.809
H -0.823 -4.003 2.932
H 2.747 -2.559 6.270
H 1.664 -1.141 6.631
H 3.291 -0.857 6.344
C -3.984 -0.823 5.558
O -3.867 0.284 4.688
P -3.387 -0.049 3.181
O -3.323 1.216 2.342
O -1.992 -0.828 3.387
C -0.884 -0.008 3.829
O -4.269 -1.365 2.742
C -3.728 -2.413 2.033
H -3.182 -0.653 6.276
H -3.732 -1.857 5.323
H -4.850 -0.643 6.194
H -0.076 -0.445 3.243
H -0.657 -0.014 4.895
H -0.956 1.007 3.437
H -3.676 -3.329 2.621
H -2.727 -2.178 1.672
H -4.318 -2.681 1.157
C 3.256 -3.116 -4.125
O 2.701 -1.978 -4.737
P 2.399 -0.694 -3.925
O 2.011 -0.732 -2.476
O 3.777 0.262 -4.246
C 4.180 0.605 -5.599
O 1.306 0.072 -4.943
C -0.075 0.030 -4.664
H 3.082 -3.093 -3.049
H 4.346 -3.134 -4.137
H 2.705 -4.034 -4.331
H 4.818 -0.188 -5.989
H 4.870 1.446 -5.667
H 3.308 0.854 -6.203
H -0.322 -0.425 -3.704
H -0.694 -0.405 -5.449
H -0.536 1.001 -4.480
N -1.797 -3.821 -1.235
C -2.682 -2.766 -1.106
C -3.959 -3.277 -1.256
C -3.909 -4.670 -1.233
C -2.539 -4.940 -1.216
H -0.789 -3.766 -1.214
H -2.375 -1.763 -0.849
H -4.754 -2.548 -1.215
H -4.752 -5.339 -1.150
H -2.031 -5.893 -1.246
N 1.435 2.549 -2.255
C 0.622 3.602 -1.987
C 1.170 4.672 -2.634
C 2.358 4.325 -3.290
C 2.505 2.953 -3.084
H 1.161 1.653 -1.878
H -0.266 3.516 -1.378
H 0.746 5.661 -2.729
H 2.961 4.996 -3.884
H 3.333 2.299 -3.312
N -4.022 1.600 -3.312
C -4.339 2.591 -4.237
C -4.527 2.155 -5.484
C -4.305 0.757 -5.358
C -3.838 0.419 -4.042
H -3.909 1.721 -2.315
H -4.445 3.592 -3.845
H -4.938 2.591 -6.382
H -4.447 0.027 -6.141
H -3.601 -0.497 -3.522
*
```

HOMO (alpha / beta), eV: -8.86 / -8.86
LUMO (alpha / beta), eV: -6.21 / -6.21
Energy, eV: -158339.255

***

(4)
Formula: C25H50Br4O21
Source: the Open Molecules 2025 dataset
Level of theory: wB97M-V/def2-TZVPD

The geometry in ORCA input format:
```
! wB97M-V def2-TZVPD RIJCOSX def2/J DEFGRID3
* xyz 0 1
C 2.060 -3.553 2.555
O 0.585 -3.600 2.720
C 0.066 -4.567 3.417
O 0.647 -5.471 4.020
O -1.229 -4.493 3.298
C -2.005 -5.348 4.169
H 2.616 -3.261 3.419
H 2.185 -2.741 1.831
H 2.394 -4.468 2.071
H -1.898 -5.215 5.245
H -1.714 -6.394 3.907
H -3.089 -5.106 4.039
C 2.381 0.500 2.577
O 3.799 0.739 2.264
C 4.442 -0.243 1.634
O 3.965 -1.309 1.312
O 5.684 0.156 1.401
C 6.431 -0.424 0.320
H 1.971 1.143 3.342
H 2.257 -0.547 2.758
H 1.741 0.663 1.749
H 7.437 -0.014 0.243
H 5.869 -0.269 -0.635
H 6.575 -1.494 0.538
C 3.151 7.349 2.753
O 3.431 6.262 1.789
C 2.338 5.730 1.215
O 1.147 5.903 1.434
O 2.669 4.841 0.297
C 4.073 4.603 -0.104
H 3.449 8.248 2.227
H 3.818 7.200 3.582
H 2.069 7.561 3.006
H 4.511 3.991 0.631
H 4.651 5.514 -0.272
H 4.180 4.064 -1.030
C 2.446 -1.522 -5.881
O 1.691 -0.886 -6.919
C 0.404 -1.420 -7.017
O 0.094 -2.485 -6.473
O -0.301 -0.554 -7.754
C -1.688 -0.913 -7.975
H 2.016 -1.269 -4.925
H 3.390 -1.019 -5.717
H 2.572 -2.597 -5.998
H -2.283 -0.042 -8.319
H -2.041 -1.213 -6.989
H -1.730 -1.730 -8.679
C -1.783 4.656 0.116
O -1.146 3.509 0.612
C -0.754 3.471 1.911
O -0.093 2.519 2.248
O -1.161 4.491 2.618
C -0.770 4.476 3.939
H -1.077 5.481 0.248
H -2.686 4.919 0.648
H -2.113 4.512 -0.862
H 0.273 4.766 4.080
H -0.852 3.504 4.370
H -1.165 5.203 4.589
C 0.034 1.787 -4.622
O -0.207 0.426 -4.248
C -1.398 -0.185 -4.259
O -2.427 0.261 -4.597
O -1.097 -1.408 -3.755
C -2.113 -2.409 -3.860
H -0.270 2.598 -3.856
H -0.362 1.948 -5.626
H 1.095 1.884 -4.740
H -1.932 -2.935 -4.789
H -3.082 -1.947 -3.889
H -2.051 -3.092 -2.967
C -2.696 -4.848 0.213
O -3.330 -3.583 0.580
C -4.494 -3.854 1.260
O -4.976 -4.927 1.427
O -5.079 -2.724 1.636
C -6.440 -2.684 2.051
H -1.843 -4.509 -0.376
H -3.389 -5.451 -0.434
H -2.341 -5.361 1.152
H -6.784 -3.511 2.661
H -7.047 -2.722 1.144
H -6.622 -1.764 2.651
Br -0.810 -0.638 4.579
C -2.060 0.559 3.704
C -3.141 -0.392 3.258
Br -4.536 0.777 2.558
H -1.577 1.046 2.879
H -2.563 1.213 4.432
H -3.658 -1.024 4.019
H -2.747 -1.120 2.538
Br -1.149 -1.395 0.213
C 0.072 -0.024 -0.700
C 1.355 -0.761 -0.955
Br 2.709 0.523 -1.541
H 0.215 0.752 0.057
H -0.345 0.380 -1.595
H 1.288 -1.556 -1.711
H 1.896 -1.135 -0.090
*
```

SMILES: COC(=O)OC.COC(=O)OC.COC(=O)OC.COC(=O)OC.COC(=O)OC.COC(=O)OC.COC(=O)OC.BrCCBr.BrCCBr
HOMO, eV: -9.81
LUMO, eV: 0.40
Energy, eV: -349901.301
Energy relative to the best compared isomer or geometry (same formula, charge and spin), kJ/mol: 157.3

***

(5)
Formula: C25H50Cl2O18
Source: the Open Molecules 2025 dataset
Level of theory: wB97M-V/def2-TZVPD

The geometry in ORCA input format:
```
! wB97M-V def2-TZVPD RIJCOSX def2/J DEFGRID3
* xyz 0 1
C -2.544 -0.771 -0.744
Cl -1.160 0.302 -0.806
Cl -2.385 -2.203 -1.783
H -2.613 -1.060 0.305
H -3.509 -0.317 -0.967
C 5.316 -1.305 6.871
C 3.920 -1.236 7.375
O 2.888 -1.606 6.487
C 1.657 -1.780 6.989
O 1.324 -1.722 8.199
O 0.806 -1.813 5.964
C -0.615 -1.726 6.166
H 5.239 -0.846 5.886
H 5.613 -2.354 6.872
H 6.067 -0.806 7.484
H 3.681 -0.229 7.717
H 3.896 -1.709 8.357
H -0.878 -1.238 7.104
H -1.023 -2.732 6.063
H -0.967 -1.116 5.334
C -9.984 5.984 -2.036
C -8.463 6.282 -1.910
O -7.827 5.784 -3.091
C -7.134 4.675 -3.005
O -6.907 4.040 -1.976
O -6.872 4.240 -4.236
C -5.977 3.217 -4.326
H -10.497 6.415 -2.895
H -10.414 6.391 -1.121
H -10.244 4.926 -2.033
H -7.987 5.920 -0.999
H -8.285 7.356 -1.844
H -5.225 3.354 -3.549
H -5.547 3.151 -5.326
H -6.559 2.316 -4.132
C 0.088 -12.721 -1.690
C -0.144 -11.318 -2.191
O -0.698 -10.550 -1.100
C -1.624 -9.667 -1.199
O -2.190 -9.292 -2.273
O -1.850 -9.194 0.012
C -2.919 -8.321 0.212
H 0.665 -13.296 -2.414
H -0.867 -13.243 -1.630
H 0.589 -12.725 -0.722
H -0.755 -11.418 -3.088
H 0.833 -10.868 -2.368
H -2.874 -8.014 1.257
H -3.836 -8.835 -0.076
H -2.771 -7.381 -0.319
C 3.247 -1.983 -5.772
C 4.453 -2.024 -6.719
O 4.660 -0.696 -7.260
C 5.793 -0.456 -7.938
O 6.823 -1.123 -7.936
O 5.575 0.666 -8.645
C 6.611 1.200 -9.457
H 3.066 -3.056 -5.718
H 2.438 -1.401 -6.212
H 3.414 -1.526 -4.797
H 4.287 -2.746 -7.519
H 5.344 -2.395 -6.213
H 6.144 1.771 -10.260
H 7.301 0.455 -9.853
H 7.098 1.996 -8.894
C 8.470 3.895 -3.563
C 7.896 2.779 -2.623
O 6.594 3.090 -2.232
C 6.346 3.987 -1.236
O 7.186 4.622 -0.607
O 5.026 3.955 -1.064
C 4.392 4.845 -0.123
H 7.727 4.295 -4.253
H 9.213 3.451 -4.226
H 8.908 4.768 -3.080
H 8.577 2.531 -1.810
H 7.739 1.962 -3.327
H 3.367 4.520 0.054
H 4.339 5.855 -0.532
H 4.848 4.807 0.866
C -5.467 3.338 4.647
C -5.993 3.994 5.954
O -4.906 4.744 6.536
C -4.043 4.226 7.453
O -3.942 3.043 7.810
O -3.304 5.222 7.912
C -2.362 4.841 8.903
H -4.809 3.960 4.040
H -6.242 2.935 3.996
H -4.869 2.471 4.929
H -6.437 3.290 6.659
H -6.771 4.723 5.728
H -1.835 5.741 9.219
H -1.683 4.089 8.501
H -2.657 4.401 9.855
*
```

SMILES: CCOC(=O)OC.CCOC(=O)OC.CCOC(=O)OC.CCOC(=O)OC.CCOC(=O)OC.CCOC(=O)OC.ClCCl
HOMO, eV: -10.42
LUMO, eV: 0.34
Energy, eV: -88633.751
Energy relative to the best compared isomer or geometry (same formula, charge and spin), kJ/mol: 11.5